# 1
Density functional theory data (ωB97M-V with the def2-TZVPD basis set) for C32H44N7P2Rh as an isolated structure.

Properties
HOMO level (alpha / beta), eV: -10.125 / -13.813
Frontier orbital gap (alpha / beta), eV: 4.22 / 5.51

The geometry in ORCA input format:
```
! RIJCOSX wB97M-V def2-TZVPD def2/J DEFGRID3
* xyz 2 5
C -3.046 3.178 -2.469
C 1.491 3.001 -0.771
C 3.054 4.238 0.580
H 0.347 -2.777 3.353
C -3.102 -2.096 1.850
C 2.782 3.378 1.635
H -4.927 3.463 -1.426
H 2.457 4.869 -1.388
C 0.664 -2.309 -3.713
H -2.165 2.710 3.545
P -1.892 0.168 0.861
C -1.701 2.239 2.678
H 2.860 -4.519 0.549
H 0.181 -2.743 -5.802
H -3.700 -1.094 -1.426
H -1.775 0.155 3.155
N 2.255 1.407 3.661
C 0.372 -3.755 -0.578
N 0.485 -2.071 2.625
H -3.316 3.897 -3.253
C 0.987 -0.900 3.008
C -2.401 1.452 -0.362
H -4.264 2.181 0.535
H -0.143 -3.379 0.309
C 0.125 -2.037 -4.939
C 2.719 -3.421 0.389
H 3.252 1.503 -1.885
H 2.300 0.543 -3.067
Rh 0.411 0.077 0.187
C -0.755 -0.956 -5.101
H 4.022 0.607 -3.119
H 3.699 -2.071 -3.140
C -2.780 -1.416 0.508
H 0.078 -2.138 1.692
C 1.937 2.265 1.445
C 3.247 -0.692 -1.560
C -0.483 -0.310 -2.767
C 1.784 1.199 2.458
N 2.377 0.592 5.840
C 4.123 -1.774 -2.169
C 3.187 0.584 -2.467
H -1.714 2.924 1.810
H -4.056 -1.696 2.239
H 0.524 -4.822 -0.420
H -1.136 2.489 -3.367
C -3.983 -1.110 -0.334
C 2.370 4.079 -0.663
H 3.774 5.061 0.713
C -3.540 2.262 -0.278
H -4.473 -0.186 -0.111
C 0.539 -1.331 -2.697
H -0.329 -3.622 -1.375
C -1.897 2.420 -2.519
H 3.279 3.354 2.563
C 1.746 -3.109 -0.766
H -4.197 1.987 2.727
P 1.550 -1.294 -1.225
H 2.202 -3.602 -1.646
H -1.902 0.590 -4.159
H 2.441 -0.193 6.459
H -1.185 -0.770 -6.098
N 1.444 -0.762 4.307
C -1.643 1.421 -1.556
C -1.140 -0.186 -3.978
H -3.278 -3.136 1.635
N 1.156 0.067 2.066
N -0.647 0.458 -1.589
H -4.495 0.292 2.465
H 1.313 -3.164 -3.571
H 4.265 -2.658 -1.554
H 5.162 -1.377 -2.358
C -3.782 0.963 2.962
H 3.562 -0.350 -0.537
H -2.216 -1.992 2.518
H -0.640 2.126 2.979
C -3.944 3.022 -1.373
H -2.014 -2.030 0.059
H 2.838 1.467 6.083
N 1.354 2.069 0.220
H 3.698 -2.916 0.275
H 2.354 -3.010 1.334
C -2.318 0.879 2.489
H -3.918 0.812 4.036
H -4.753 -1.884 -0.137
H 0.881 2.791 -1.642
C 2.003 0.415 4.557
*
```

# 2
Density functional theory data (ωB97M-V with the def2-TZVPD basis set) for a 7-piece molecular cluster, C32H45BBrFN2O15 overall.

Properties
HOMO level, eV: -9.909
Frontier orbital gap, eV: 8.86
SMILES: CCB(O)[C@](C#N)(CC(=O)O)[C@](F)(Br)C#N.O=C1CCCO1.O=C1CCCO1.O=C1CCCO1.O=C1CCCO1.O=C1CCCO1.O=C1CCCO1

The geometry in ORCA input format:
```
! RIJCOSX wB97M-V def2-TZVPD def2/J DEFGRID3
* xyz 0 1
H 0.885 7.881 -3.466
C -8.550 2.463 2.381
H 1.735 -4.785 -1.961
H -2.485 2.688 -0.114
H 3.381 7.719 -1.726
C 5.755 2.672 -2.577
O 6.249 3.210 -1.453
H 2.082 -6.709 -0.038
H -9.018 1.246 4.139
Br 1.051 2.501 -4.752
O 1.811 6.050 -3.311
O 4.783 -5.199 -1.125
C -2.943 1.703 1.786
H 1.062 7.258 -1.807
H 2.852 9.101 -2.700
H -1.136 0.658 -0.137
H 4.072 3.487 -3.896
C 1.184 2.295 -1.684
H 3.100 -1.853 -2.867
C -2.949 1.780 0.280
H 4.451 -7.112 -0.447
C -8.413 2.107 3.840
N 0.767 3.203 -0.827
C -2.222 0.522 -0.118
O -3.876 1.424 7.158
H 4.915 -1.684 -4.594
C -2.232 -7.903 -1.703
C -6.932 1.870 3.984
H 4.370 -1.884 -1.475
H 3.509 7.971 -4.749
C 2.687 -5.849 -0.337
O -6.962 3.767 1.103
H -2.551 0.152 -1.093
C 3.879 -4.867 -2.093
H 7.538 2.240 -3.349
H -0.331 -9.523 -0.354
H 4.725 7.311 -3.600
C 4.124 2.871 -2.875
C 3.665 1.087 -4.766
C -0.903 -7.277 -2.000
H 6.053 -2.478 -3.224
H -1.009 0.178 6.164
O 3.465 5.119 -4.588
C 2.550 -5.493 -1.795
H -1.396 1.897 5.980
H -2.038 2.143 2.212
C -1.688 0.971 6.489
H -8.675 1.575 1.755
H 2.386 -4.993 0.280
C 2.903 8.009 -2.669
H -3.423 0.967 5.191
H -0.933 1.926 8.277
C 4.101 -1.322 -2.493
H -8.714 2.962 4.456
O -0.644 -6.599 -2.980
H -1.554 0.257 8.531
H 2.974 0.360 -0.322
O 0.001 -7.609 -1.032
H 3.699 3.467 -1.962
H -9.365 3.171 2.216
C -1.687 1.192 7.981
H -2.396 -7.404 0.373
H -6.580 2.095 4.995
C 3.661 7.407 -3.825
C 5.377 -1.563 -3.500
H -3.837 2.163 2.214
H 2.425 -6.381 -2.421
C -7.221 3.089 2.084
O -6.317 2.757 3.051
C 3.013 6.062 -3.960
B 3.795 0.252 -2.126
O -2.543 -0.434 0.892
H -2.357 -8.791 -2.329
C -2.095 -8.259 -0.244
C -3.136 0.667 6.203
F 1.193 0.142 -2.983
H -6.649 0.843 3.729
C -2.928 0.223 2.025
O -3.184 -0.324 3.085
H 6.032 -0.591 -3.511
C 1.553 7.349 -2.780
O 4.138 -4.189 -3.073
H -3.983 1.742 -0.086
O 6.579 1.966 -3.571
O 3.885 0.650 -0.678
C -0.615 -8.496 -0.100
C -3.072 1.711 8.223
N 4.223 0.671 -5.882
H -3.047 -7.195 -1.868
O -3.448 2.277 9.237
H -2.700 -9.120 0.055
H -0.262 -8.271 0.911
C 4.168 -6.086 -0.192
C 3.354 1.440 -3.174
C 1.694 1.561 -3.074
H 4.520 -5.861 0.818
H -3.372 -0.394 6.338
*
```

# 3
Density functional theory data (ωB97M-V with the def2-TZVPD basis set) for a 4-piece molecular cluster, C32H45BN3O8 overall.

Properties
HOMO level, eV: -3.753
Frontier orbital gap, eV: 4.70

The geometry in ORCA input format:
```
! RIJCOSX wB97M-V def2-TZVPD def2/J DEFGRID3
* xyz -1 1
H -4.103 -0.262 -0.912
H -2.758 -3.835 0.275
H -4.438 -2.459 -0.190
N -4.726 3.133 2.771
H 0.679 -1.139 -3.719
C 7.759 -3.116 3.187
C -2.527 -4.486 -1.756
H -4.364 5.304 4.312
C 2.513 -1.814 -2.752
H 1.199 -4.020 -6.123
C 0.616 -4.238 -4.076
O -0.084 7.431 1.479
H -5.218 8.033 -1.510
H 5.009 -0.870 -0.850
O 3.039 -1.977 2.488
C -2.505 2.538 3.654
C -4.352 7.745 -0.930
C 6.954 -3.136 2.058
C -2.537 -0.553 0.498
C 3.791 -2.604 -3.024
H -2.572 -0.622 -1.677
C -1.095 -4.816 -2.269
H 2.142 -0.362 -4.210
H -3.071 -4.132 -2.624
C -2.427 4.899 5.118
H 1.644 -1.556 -6.045
H -1.408 8.992 0.180
H 7.360 -3.445 1.105
H 4.345 -1.974 -3.749
C -3.665 -2.323 -0.940
O -4.715 2.081 2.168
H -4.159 -2.457 -1.897
O -0.932 5.461 1.705
C -3.562 3.434 3.613
C 5.623 -2.756 2.136
H -5.072 5.758 -0.555
C -1.032 -0.372 0.377
C 5.910 -2.333 4.502
H 0.578 -5.272 -4.405
H -0.489 4.249 5.761
H -0.536 -0.522 1.318
C -1.358 4.016 5.159
H -2.800 -1.319 1.221
C -2.210 8.289 0.015
H 1.856 -2.429 -2.110
H -2.529 1.617 3.090
H 1.409 -4.152 -3.350
H -2.394 5.816 5.689
H 3.611 -3.537 -3.559
O -5.625 3.956 2.722
H -3.089 5.096 0.753
C 1.831 -2.205 -5.193
O 4.390 -2.754 -1.800
H 8.798 -3.410 3.115
C 0.845 -3.370 -5.331
H -3.389 9.651 -1.138
H -1.607 -2.894 -0.642
C -2.571 -3.380 -0.690
H 7.863 -2.703 5.291
O 2.948 -0.789 -1.892
C -3.536 4.610 4.341
C -4.271 6.466 -0.397
C -1.398 2.836 4.432
C -3.159 6.091 0.339
C -3.324 8.655 -0.722
H -0.390 -4.648 -1.464
H -0.564 2.149 4.467
H -3.020 -5.393 -1.427
H -2.927 0.384 0.877
H -0.828 0.629 0.029
H -0.602 -1.045 -0.346
C -0.770 -3.968 -3.481
H -0.124 -2.986 -5.638
O 3.339 -1.535 4.577
H -1.070 -5.869 -2.531
H 3.360 -1.917 -0.059
C 5.122 -2.354 3.364
B 3.963 -1.486 -1.042
H -0.831 -2.921 -3.196
H 2.841 -2.560 -5.334
H 5.499 -2.019 5.449
C -3.209 -0.873 -0.834
C 7.236 -2.717 4.410
C -2.143 7.009 0.530
C 1.722 -1.328 -3.947
H 5.013 -2.772 1.237
H -1.485 -4.216 -4.255
N -0.957 6.602 1.300
N 3.721 -1.925 3.479
*
```

# 4
Density functional theory data (ωB97M-V with the def2-TZVPD basis set) for C32H45Cl2N2PPtS as an isolated structure.

Properties
HOMO level (alpha / beta), eV: -6.484 / -8.264
Frontier orbital gap (alpha / beta), eV: 6.63 / 5.31

The geometry in ORCA input format:
```
! RIJCOSX wB97M-V def2-TZVPD def2/J DEFGRID3
* xyz 0 5
H -0.318 -6.596 -5.548
H 1.252 -2.782 5.482
H -1.176 -2.612 -0.366
C 3.629 1.169 -6.722
C -1.289 -0.110 -5.047
C 1.949 -0.751 -6.539
H 1.219 -4.889 -6.339
N 0.428 -1.412 1.299
H -1.535 3.508 1.924
C 1.865 1.134 -4.886
H -0.922 -0.876 -7.066
C -1.458 -4.771 -5.297
H -3.037 2.847 -4.509
H -2.363 0.769 -8.220
H -0.007 -2.449 -6.078
H -1.045 -4.162 0.433
C -1.175 0.065 -6.560
C 1.082 -4.969 -5.252
H -3.269 -0.146 -7.005
Cl 2.284 0.416 -0.664
C -1.360 -3.368 -4.679
C 1.972 0.353 4.246
N -0.673 -3.234 0.277
H -2.133 -0.793 -4.847
H 4.093 -0.924 -6.470
H 1.906 -5.584 -4.874
H -0.722 6.368 -1.231
H 0.485 4.607 -2.530
H 0.708 2.298 -1.555
C -1.120 3.784 0.944
H 3.319 2.693 -5.205
H -2.254 2.725 -6.793
H 2.206 -0.548 6.209
H -0.297 -5.940 -3.907
C -0.025 -2.668 -4.995
C -1.608 1.231 -4.369
H -1.538 -4.674 -6.389
H 1.207 -0.250 -7.170
H 3.458 -0.520 -8.069
C -0.509 1.378 0.551
P 0.141 -0.989 -4.150
Cl -2.058 -0.794 -0.906
H -2.209 -2.776 -5.043
H 4.692 1.374 -6.901
C -1.198 5.064 0.432
H 3.061 1.781 -7.434
C 1.709 -0.380 -5.069
C 0.895 -2.093 3.483
C 1.169 -3.569 -4.629
H 1.666 1.421 -3.844
C 1.333 -1.937 4.796
H -2.382 -5.255 -4.957
C 1.866 -0.696 5.178
H -1.489 -3.443 -3.588
H 2.422 1.299 4.572
H -1.693 1.091 -3.281
H 1.834 -1.827 -6.719
H 1.218 -3.676 -3.535
H -0.967 1.093 1.518
H 1.565 0.992 2.181
C -0.637 5.357 -0.826
H 3.992 1.179 -4.586
H -0.373 0.780 -6.785
C -0.050 -2.655 1.317
C -0.256 -5.665 -4.970
C -2.900 1.842 -4.931
C 3.346 -0.315 -6.995
C 0.981 -1.036 2.539
H -3.747 1.231 -4.591
H 1.124 1.649 -5.516
C 3.268 1.601 -5.295
C 0.039 4.369 -1.563
H 2.122 -3.112 -4.926
C 0.136 3.087 -1.050
C -0.496 2.759 0.168
H 2.481 -0.886 -4.460
H -3.928 2.176 -6.800
C -2.485 0.608 -7.139
H -0.773 1.928 -4.535
H -1.699 5.851 0.994
C -2.917 1.916 -6.464
Pt 0.121 -0.191 -0.472
S 0.171 -3.533 2.810
C 1.519 0.202 2.930
*
```

How do the records compare in energy? In the order shown, they have -2421.792351; -5183.012190; -2037.170758; -3135.037429 hartree.
How do the records compare in F_max? In the order shown, they have 4.16; 12.46; 1.37; 3.71 eV/A.